[1]
Density functional theory data (wB97M-V/def2-TZVPD) for a cluster of 11 separate species, C37H104N10O11 in total.

The energy above the lowest of the compared OMol25 structures with the same formula, charge and spin is 0.0 kJ/mol. The SMILES is COC[C@H](C)N.COC[C@H](C)N.COC[C@H](C)N.COC[C@H](C)N.COC[C@H](C)N.COC[C@H](C)N.COC[C@H](C)N.COC[C@H](C)N.NC(N)=O.CCO.CCO. As for the charge: 0.

Positions of all 162 atoms, in Å:
C -4.09971 -24.14016 0.79461
C -3.56500 -25.43356 1.40648
C -2.58464 -26.05881 0.50091
O -3.16349 -26.25581 -0.82958
C -2.25758 -26.94554 -1.68375
N -2.99719 -25.35430 2.76285
H -3.37588 -23.35162 0.62209
H -4.95341 -23.78938 1.42016
H -4.62015 -24.43323 -0.15877
H -4.40969 -26.15724 1.43222
H -2.18620 -26.96129 0.92962
H -1.68718 -25.41568 0.28904
H -1.99047 -27.91349 -1.30442
H -1.37774 -26.38608 -1.94362
H -2.80215 -27.20101 -2.57541
H -2.52155 -24.48941 2.91539
H -3.60679 -25.47387 3.54879
C -11.19920 -23.59218 6.47375
C -12.39087 -22.69768 6.08560
C -11.95235 -21.68842 4.98155
O -11.51884 -22.43243 3.86175
C -11.16177 -21.54285 2.85063
N -13.51421 -23.52212 5.82671
H -10.28584 -23.07584 6.76716
H -10.98130 -24.27147 5.69846
H -11.44514 -24.18114 7.36645
H -12.62169 -22.06758 6.95730
H -11.13185 -21.02506 5.36755
H -12.78399 -21.04178 4.62291
H -10.64841 -22.02763 1.99015
H -10.41426 -20.79962 3.21068
H -12.06926 -21.05876 2.41849
H -13.29279 -24.27752 5.18756
H -14.35017 -23.01948 5.46388
C -10.19987 -29.95797 -1.27962
C -11.67018 -29.58153 -1.38114
C -11.82896 -28.05792 -1.83884
O -10.73221 -27.18588 -1.56202
C -11.13697 -25.91630 -1.12960
N -12.53570 -30.35863 -2.30211
H -9.72830 -29.22979 -0.61949
H -9.64156 -29.75196 -2.17967
H -10.02677 -30.96672 -0.87723
H -12.07971 -29.64125 -0.34729
H -12.73070 -27.82663 -1.24404
H -12.13620 -27.96963 -2.93678
H -11.85399 -25.40430 -1.76019
H -10.20088 -25.31182 -1.00251
H -11.66601 -25.98635 -0.14910
H -12.06026 -30.45309 -3.20531
H -12.79734 -31.31169 -1.97892
C -8.02926 -23.03785 4.75713
C -6.61321 -23.57193 4.44389
C -6.03947 -24.21371 5.72532
O -4.71445 -24.73133 5.49841
C -4.17915 -25.37574 6.63493
N -6.74690 -24.50576 3.28639
H -8.00037 -22.17220 5.48190
H -8.62305 -23.85931 5.20488
H -8.50068 -22.63884 3.84662
H -5.92517 -22.70155 4.21411
H -6.64797 -24.99866 6.17581
H -5.93221 -23.38299 6.41416
H -4.20678 -24.76861 7.59470
H -3.13425 -25.69412 6.44127
H -4.74967 -26.25094 6.91961
H -7.55153 -25.12383 3.43914
H -5.93029 -25.09242 3.20927
C -6.53301 -14.63520 -1.11486
C -7.20715 -15.45769 -0.05206
C -6.57435 -16.85428 0.05265
O -6.75044 -17.56917 -1.10910
C -5.95721 -18.71059 -1.44042
N -6.99120 -14.74195 1.24219
H -5.42618 -14.60537 -0.95706
H -6.84152 -13.60550 -1.02637
H -6.62910 -14.94794 -2.14486
H -8.29913 -15.67021 -0.27061
H -7.07706 -17.45859 0.91077
H -5.50838 -16.76518 0.39497
H -4.95474 -18.36099 -1.76107
H -6.44513 -19.24472 -2.26416
H -5.84814 -19.36012 -0.61840
H -7.42339 -13.82009 1.26278
H -7.40621 -15.26695 2.06249
C -11.62653 -18.47727 -3.16693
C -11.60639 -18.08764 -1.74636
C -10.31050 -18.39088 -0.92256
O -10.21207 -19.78695 -0.63175
C -9.09941 -19.95239 0.17007
N -11.80358 -16.64060 -1.57586
H -11.32403 -19.54192 -3.11885
H -10.81527 -17.98780 -3.67846
H -12.58048 -18.43485 -3.64774
H -12.46010 -18.64503 -1.28518
H -10.39794 -17.84372 0.02893
H -9.33642 -18.14764 -1.30461
H -9.24828 -19.63327 1.23220
H -8.27900 -19.30230 -0.19940
H -8.86052 -20.98833 0.28943
H -12.57875 -16.38102 -2.17031
H -12.04716 -16.36801 -0.65618
C -6.86223 -25.58373 -3.45994
C -6.94941 -25.13148 -4.89835
C -7.21088 -23.62787 -5.08588
O -8.41445 -23.34632 -4.43374
C -8.57177 -22.00523 -4.05857
N -5.60090 -25.23623 -5.46993
H -6.35922 -26.55180 -3.37047
H -7.79897 -25.66652 -2.98021
H -6.29428 -24.93589 -2.80402
H -7.71697 -25.65353 -5.57211
H -7.28587 -23.33896 -6.17322
H -6.38617 -23.02980 -4.65024
H -9.21200 -22.04100 -3.20648
H -8.94407 -21.33498 -4.95114
H -7.66001 -21.55092 -3.59165
H -5.62858 -24.98571 -6.47082
H -5.17824 -26.13843 -5.42604
C -5.94983 -28.51240 2.32503
C -6.92752 -28.44871 1.19710
C -7.80563 -27.22813 1.23527
O -8.50836 -27.15916 2.46691
C -9.60501 -26.31330 2.40124
N -6.13360 -28.46842 -0.07083
H -5.05060 -29.04440 2.05414
H -6.38312 -29.00479 3.18520
H -5.62711 -27.50488 2.62941
H -7.54787 -29.37823 1.16706
H -8.53253 -27.19571 0.39783
H -7.19753 -26.31441 1.14358
H -9.33279 -25.26860 2.23895
H -10.08144 -26.39486 3.40155
H -10.31913 -26.68339 1.62384
H -5.37816 -27.81500 -0.10164
H -6.72312 -28.39969 -0.90122
C -2.90011 -20.20436 2.30135
C -3.91086 -19.41027 1.44122
O -5.24664 -19.78777 1.67646
H -3.00897 -21.32062 2.22228
H -2.87602 -19.98187 3.35887
H -1.91610 -19.87502 2.04725
H -3.68242 -19.54315 0.40477
H -3.84330 -18.36283 1.76594
H -5.27004 -20.74536 1.66398
C -6.40370 -22.28743 -1.12625
C -7.18376 -23.07747 -0.07255
O -6.97300 -22.55777 1.23055
H -6.41447 -22.86379 -2.12138
H -5.32654 -22.15450 -0.75323
H -6.83729 -21.27796 -1.15512
H -6.85275 -24.11585 -0.08022
H -8.30228 -23.12494 -0.21089
H -6.92606 -23.29023 1.87737
C -3.12734 -22.24539 -3.00071
O -2.49682 -21.67712 -2.12271
N -3.55535 -21.63817 -4.19123
N -3.29503 -23.64213 -3.09331
H -3.65380 -22.28821 -4.99481
H -3.36264 -20.66497 -4.24947
H -4.05837 -23.81151 -3.75536
H -3.38446 -24.33459 -2.35645

Results of the Mulliken charge analysis, in e, for atoms 1 through 6:
1. C 0.285
2. C 2.220
3. C -1.506
4. O 0.018
5. C -1.080
6. N -0.533

=====

[2]
Density functional theory data (wB97M-V/def2-TZVPD) for a cluster of 10 separate species, C28H52O16 in total.

The energy above the lowest of the compared OMol25 structures with the same formula, charge and spin is 0.0 kJ/mol. The SMILES is O=C1CCCO1.O=C1CCCO1.O=C1CCCO1.O=C1CCCO1.O=C1CCCO1.O=C1CCCO1.CO.CO.CO.CO. As for the charge: 0.

Positions of all 96 atoms, in Å:
C -4.54296 0.17925 1.90676
O -3.43094 0.47443 1.03317
H -4.53077 0.74763 2.89139
H -5.49571 0.39028 1.35182
H -4.58475 -0.88728 2.01021
H -3.01754 1.26709 1.32177
C -1.56326 6.15684 2.88748
O -0.70753 6.31449 1.71283
H -1.22950 6.79026 3.71066
H -2.65154 6.40636 2.74780
H -1.45129 5.11385 3.18582
H -0.85861 7.15057 1.31403
C 2.80866 0.28989 -1.85057
O 2.72471 1.70713 -2.04476
H 2.40447 -0.09279 -0.90935
H 2.34409 -0.20152 -2.67040
H 3.85794 0.00239 -1.81521
H 3.07728 2.06159 -1.19722
C -3.86212 1.45438 -2.73202
O -2.71406 2.10225 -3.23689
H -3.56889 0.79481 -1.90578
H -4.63959 2.10357 -2.41641
H -4.26781 0.85936 -3.52800
H -2.47601 2.72024 -2.53813
O 3.34721 -5.73248 1.01913
C 3.23863 -4.90106 0.14594
O 4.19233 -4.54860 -0.63653
C 3.72533 -3.62037 -1.64858
C 2.43568 -3.02821 -1.13149
C 1.93151 -4.17239 -0.19634
H 3.64725 -4.07003 -2.64054
H 4.46923 -2.79681 -1.75190
H 1.80221 -2.67330 -1.89770
H 2.75872 -2.20270 -0.56456
H 1.30180 -4.89982 -0.79253
H 1.34490 -3.93172 0.69884
O 2.37229 -1.52078 -4.70643
C 1.38912 -0.80318 -4.70568
O 0.42817 -1.00261 -3.73268
C -0.54602 0.06331 -3.81204
C -0.39555 0.60821 -5.23500
C 1.05825 0.39925 -5.57192
H -0.23892 0.80722 -3.02440
H -1.51868 -0.34677 -3.50189
H -0.76617 1.66099 -5.33181
H -0.94023 -0.05416 -5.92002
H 1.69301 1.20688 -5.14268
H 1.34221 0.22523 -6.61209
O 4.01073 1.68415 0.42940
C 3.87394 0.89269 1.34393
O 4.26709 -0.39377 1.24018
C 3.80609 -1.20970 2.35728
C 3.52752 -0.16794 3.47730
C 3.16437 1.05751 2.69957
H 4.63178 -1.89017 2.56242
H 2.92184 -1.80353 2.16334
H 4.34939 -0.00485 4.17092
H 2.68667 -0.50287 4.05730
H 3.46285 1.92970 3.26518
H 2.10555 1.21106 2.53784
O -1.98467 2.44198 2.15830
C -1.25490 2.81317 1.24723
O -0.08460 3.34204 1.53234
C 0.64400 3.78961 0.32843
C -0.02675 3.05360 -0.84128
C -1.41673 2.76314 -0.26115
H 1.66829 3.54157 0.44191
H 0.53836 4.87638 0.20697
H 0.49884 2.09826 -1.05797
H -0.10560 3.60558 -1.78011
H -1.81423 1.78236 -0.40843
H -2.15870 3.53202 -0.61101
O -3.59654 -2.93439 1.95876
C -3.09705 -2.79973 0.85074
O -1.78967 -3.01585 0.63234
C -1.40400 -2.75347 -0.76149
C -2.58039 -1.94354 -1.31144
C -3.75134 -2.42870 -0.45248
H -1.33930 -3.72442 -1.34204
H -0.48280 -2.16581 -0.82222
H -2.69897 -2.04179 -2.39976
H -2.40863 -0.85228 -1.04088
H -4.29811 -3.31489 -0.86145
H -4.46608 -1.64227 -0.30289
O 0.59338 -0.45961 1.32419
C 0.17746 -1.04003 2.29547
O 0.92081 -1.95289 2.95468
C 0.29253 -2.32518 4.17193
C -0.99091 -1.47281 4.31736
C -1.14762 -0.78530 2.96716
H 1.05439 -2.06053 4.89077
H 0.02665 -3.34698 4.13285
H -0.95855 -0.80453 5.17748
H -1.86581 -2.09357 4.44241
H -1.34760 0.25720 3.03929
H -1.84951 -1.31178 2.34320

Results of the Mulliken charge analysis, in e, for atoms 1 through 6:
1. C -0.797
2. O 0.023
3. H 0.248
4. H 0.209
5. H 0.329
6. H 0.035

=====

| no. | Kohn-Sham gap (hartree) | E_HOMO (eV) | M (u) |
| --- | --- | --- | --- |
| 1 | 0.355 | -9.017 | 865.3 |
| 2 | 0.366 | -9.621 | 644.7 |